1.
15
Properties=species:S:1:pos:R:3:forces:R:3 method="wB97M-V/def2-TZVPD" largest_force_ev_per_a=7.81 lumo_ev="0.648 / -4.704" multiplicity=3
C 0.664081 1.348767 -0.128825 -0.22 -2.84 -0.19
C -1.380774 -1.033377 0.226581 0.48 -0.33 -0.41
C 0.923462 -0.309202 -0.206698 -2.87 5.31 -4.96
N -0.206295 -1.002499 -0.635546 -1.21 -0.65 -0.28
O 1.755879 2.006732 0.393573 0.59 0.39 0.28
O -2.100400 0.155069 0.164336 -0.49 0.44 0.16
Cl 1.522965 -0.828416 1.456353 2.44 -2.12 5.45
Cl 2.239177 -0.594158 -1.344094 1.12 -0.37 -0.13
H -0.249827 1.479364 0.456711 0.05 0.10 -0.11
H 0.521939 1.675455 -1.157040 -0.12 0.07 0.02
H -1.105664 -1.161946 1.282251 -0.08 0.01 0.01
H -1.991154 -1.885670 -0.098372 0.18 0.02 0.15
H 0.021826 -1.913818 -1.012359 -0.02 -0.05 0.09
H 1.833031 1.793330 1.330132 0.05 0.06 -0.08
H -2.448243 0.270366 -0.726996 0.10 -0.04 -0.02

2.
13
Properties=species:S:1:pos:R:3:forces:R:3 method="wB97M-V/def2-TZVPD" largest_force_ev_per_a=3.54 relative_energy_kcal_mol=50.6 lumo_ev="-2.318 / -2.318"
C -0.587199 -0.643070 -1.414932 2.15 -2.47 -1.35
C 0.192320 0.209936 -0.465594 -0.75 2.40 0.27
C 1.225342 -0.530781 0.244702 2.30 0.43 -0.17
P 1.295033 -0.507118 2.069848 -0.89 1.26 -0.07
Cl 3.000745 1.691522 -0.144641 -0.53 -0.88 0.20
Cl 2.046821 -1.733848 -0.662289 -0.10 0.40 1.01
H -1.274157 -0.098280 -2.021018 -0.57 0.26 -0.21
H -0.985054 -1.577863 -0.982154 -0.46 0.77 0.19
H 0.230201 -1.107918 -2.073323 -1.51 0.92 0.19
H 0.754887 1.067246 -1.033784 -1.04 -1.44 1.10
H -0.496568 0.669302 0.303365 0.86 -0.14 -0.71
H 1.758630 0.856907 2.222443 -0.87 -0.51 -0.31
H 2.554260 -0.895283 2.348412 1.41 -1.01 -0.13

3.
14
Properties=species:S:1:pos:R:3:forces:R:3 method="wB97M-V/def2-TZVPD" largest_force_ev_per_a=1.76 total_charge=+1 relative_energy_kcal_mol=3.3 lumo_ev="-3.860 / -9.122" multiplicity=9
Cr 0.649094 5.549532 -5.462925 1.12 0.32 -0.58
Cl -1.384500 4.843320 -4.225323 -1.17 -0.32 0.59
C 2.805666 3.823471 -1.557161 -0.24 -0.09 -0.45
C 2.224320 2.983325 -0.468058 1.55 0.83 0.12
O 2.788359 2.848451 0.624677 -0.67 -0.31 -0.18
N 1.040248 2.328635 -0.623621 -0.85 -0.59 0.26
C 0.216161 2.354058 -1.790444 -0.12 0.23 -0.37
H 2.527995 3.519308 -2.567185 -0.02 -0.14 0.09
H 3.887204 3.798942 -1.463864 0.02 0.05 0.10
H 2.468768 4.859094 -1.459568 0.01 -0.02 0.20
H 0.701642 1.840196 0.212753 0.23 0.01 -0.07
H 0.723955 1.923103 -2.662701 0.26 0.09 0.12
H 0.044118 3.413861 -2.024337 -0.12 -0.09 -0.17
H -0.716411 1.816725 -1.657293 0.02 0.05 0.32

4.
14
Properties=species:S:1:pos:R:3:forces:R:3 method="wB97M-V/def2-TZVPD" largest_force_ev_per_a=2.54 total_charge=+1 relative_energy_kcal_mol=152.6 lumo_ev=-9.243
Mg 0.961083 5.631139 -6.049194 0.75 -0.57 1.85
Cl 2.228531 4.655609 -2.937998 -0.76 0.57 -1.85
C -1.627133 -1.648492 0.977713 1.24 -0.02 -1.42
O -2.666224 -1.117241 1.256568 -0.46 0.54 0.55
N -0.413616 -1.013434 0.808562 -0.66 2.42 0.38
C 0.811493 -1.596279 0.351764 -0.27 -1.06 -0.15
C -0.272605 0.447780 0.999039 -1.11 -0.19 0.83
H -1.597900 -2.701590 0.657806 0.30 -0.21 0.35
H 0.624669 -1.924583 -0.670686 0.62 -0.41 -0.10
H 1.089923 -2.410610 1.020685 0.20 -0.27 -0.34
H 1.623777 -0.869467 0.357640 -0.25 -0.01 0.03
H -1.233340 0.937412 1.158283 -0.16 -0.46 0.26
H 0.327649 0.587242 1.898109 0.15 0.32 -0.07
H 0.143694 1.022513 0.171709 0.42 -0.66 -0.32

5.
13
Properties=species:S:1:pos:R:3:forces:R:3 method="wB97M-V/def2-TZVPD" largest_force_ev_per_a=3.10 relative_energy_kcal_mol=35.6 lumo_ev=1.140
C -0.416897 -0.203447 -0.144088 -0.38 -0.35 -0.96
C 0.652269 0.795208 -0.400229 -0.72 1.05 -0.36
C 1.819556 0.499142 0.483688 1.61 1.90 -1.84
H -3.513958 -0.680790 -0.151115 1.35 0.02 0.40
H -2.264616 -1.799562 0.264250 0.52 -0.88 -0.03
H -0.133924 -1.257920 -0.142804 0.06 -0.10 0.16
H 1.081612 0.859978 -1.435040 -0.86 -0.36 0.58
H 0.164869 1.784193 -0.191693 0.78 -0.60 0.00
H 2.514481 1.369388 0.417481 -0.35 -0.77 0.47
H 1.543882 0.274947 1.453088 -0.42 -0.31 2.06
N -2.523906 -0.865469 0.072094 -2.54 0.53 0.00
N -1.646794 0.122072 -0.079587 0.72 0.25 -0.44
Cl 2.723427 -0.897738 -0.146041 0.22 -0.38 -0.03

6.
13
Properties=species:S:1:pos:R:3:forces:R:3 method="wB97M-V/def2-TZVPD" largest_force_ev_per_a=2.43 relative_energy_kcal_mol=32.2 lumo_ev=0.993
C 1.014975 -0.304476 -0.413533 -2.00 1.27 0.25
C 0.518381 0.908456 0.334577 1.71 1.02 0.69
C -0.124435 -0.380761 0.602686 -1.10 -0.51 -2.10
H 2.167088 -1.415200 0.717528 0.26 -0.42 0.52
H 2.617270 -1.424879 -0.825356 0.14 -0.04 -0.07
H 0.658979 -0.339602 -1.439619 0.25 -0.28 0.05
H 1.258579 1.170573 1.108058 -0.41 -0.15 -0.17
H -0.452105 2.659950 0.515160 -0.02 0.02 0.03
H -0.758190 1.896924 -0.873451 -0.65 -0.19 -0.64
H -0.050448 -0.894248 1.506298 0.38 -0.67 1.38
N 2.279876 -0.829053 -0.083977 0.90 -0.30 -0.32
N -0.038610 2.099591 -0.218677 0.33 0.05 0.20
Cl -1.740209 -0.699212 -0.101907 0.23 0.21 0.20

7.
14
Properties=species:S:1:pos:R:3:forces:R:3 method="wB97M-V/def2-TZVPD" largest_force_ev_per_a=3.51 relative_energy_kcal_mol=87.3 lumo_ev=-1.176
C -1.698093 -1.110483 -0.374959 1.96 2.00 1.39
C 0.764195 0.652140 -1.855824 0.75 -0.96 -3.09
C 0.318547 -0.626955 2.116371 0.62 -0.21 -2.55
N -2.447482 -1.764530 -0.922079 -1.16 -1.23 -0.94
N 0.726313 0.464083 -0.453323 3.01 1.78 0.28
Si -0.527372 0.076297 0.526087 -2.18 -0.73 1.77
Cl -2.973184 1.721321 0.824807 2.38 -1.26 -0.13
H 1.179820 1.713807 -2.127759 -1.51 -1.89 0.17
H 1.535113 -0.105866 -2.328167 -1.33 1.41 0.84
H -0.237829 0.288265 -2.242647 1.17 1.24 -0.25
H 0.786568 -1.609543 1.682049 -1.49 1.27 1.36
H 1.211784 -0.048834 2.321499 0.12 0.53 -0.12
H -0.283399 -0.553048 2.995210 -0.45 -0.94 0.46
H 1.645021 0.903341 -0.161263 -1.88 -1.01 0.81

8.
13
Properties=species:S:1:pos:R:3:forces:R:3 method="wB97M-V/def2-TZVPD" largest_force_ev_per_a=5.07 total_charge=-1 relative_energy_kcal_mol=167.0 lumo_ev=4.025
C -0.219909 0.933463 1.096873 -1.31 -1.51 1.84
C 1.163090 -0.526313 -0.466007 -0.84 -1.60 -0.43
C -0.226278 -0.337925 0.269932 1.94 0.34 -0.42
N -1.365613 -0.120491 -0.546399 0.21 2.50 -4.40
O -0.762067 0.916846 -1.833053 -1.64 -2.36 2.94
Cl -1.844621 -1.616969 -1.354349 0.16 -0.16 -0.09
H 0.707163 0.891370 1.633140 0.22 -0.29 1.57
H -0.056221 1.858636 0.597920 -0.90 0.52 -1.15
H -1.226071 0.807956 1.694753 2.20 1.16 -0.63
H 1.928494 0.140765 -0.051161 -0.08 -0.30 0.05
H 0.806653 -0.088008 -1.445383 0.93 -0.69 0.28
H 1.565058 -1.662599 -0.476139 -1.00 2.63 -0.14
H -0.469677 -1.196730 0.879875 0.11 -0.24 0.59

9.
13
Properties=species:S:1:pos:R:3:forces:R:3 method="wB97M-V/def2-TZVPD" largest_force_ev_per_a=0.85 total_charge=+1 relative_energy_kcal_mol=2.4 lumo_ev=-5.076
C 1.006940 1.183339 1.120979 -0.67 -0.50 0.13
C -0.545267 -1.722858 -1.539599 0.30 -0.24 -0.39
C 1.699142 2.020451 2.113637 0.59 0.46 0.38
N -1.449816 -1.148526 -0.871747 -0.32 0.05 0.03
S -0.233931 0.231166 1.559262 0.38 0.33 0.26
Cl 3.460428 2.087792 1.786002 -0.32 -0.09 0.01
H 0.487601 -1.672205 -1.207927 -0.09 0.11 0.17
H -0.750480 -2.267612 -2.456633 -0.21 0.04 0.11
H 1.326408 3.049632 2.039239 0.00 -0.14 -0.03
H 1.537107 1.665005 3.133807 0.03 0.05 -0.21
H -1.173333 -0.604062 0.004255 0.06 -0.13 -0.29
H 1.336679 1.249510 0.091796 0.09 0.10 -0.12
H -2.429168 -1.182125 -1.151954 0.16 -0.03 -0.06

10.
13
Properties=species:S:1:pos:R:3:forces:R:3 method="wB97M-V/def2-TZVPD" largest_force_ev_per_a=3.40 relative_energy_kcal_mol=78.6 lumo_ev=0.408
C -0.655161 -1.255280 -1.450472 2.27 1.57 1.02
C 1.123198 0.391278 -1.061141 -0.50 0.56 2.97
C 0.039566 -0.520701 -0.587766 -0.15 0.61 -0.03
O -0.256387 -0.487325 0.788680 1.48 1.13 -1.82
O -0.172541 1.792797 2.562853 -0.44 -0.24 0.39
Cl -1.220739 1.502065 3.869908 0.30 0.15 -0.31
H -0.252317 -1.325527 -2.407034 0.21 -0.02 -1.64
H -0.320482 0.997512 2.018440 0.18 0.05 -0.16
H -1.323703 -1.940983 -1.140916 -2.51 -2.14 0.84
H 0.665194 1.264471 -1.426273 -0.79 1.00 -1.31
H 1.684982 -0.125504 -1.814160 0.93 0.24 0.06
H 1.552458 0.894515 -0.136593 0.76 -1.34 -1.17
H -0.864067 -1.187320 0.784475 -1.73 -1.56 1.15